Entry 1:
{"formula": "C5H7N", "method": "ωB97M-V/def2-TZVPD", "largest_force_ev_per_a": 3.0, "orbital_gap_ev": 9.0, "e_above_lowest_kj_mol": 194.6, "smiles": "Cc1cc[nH]c1", "elements": ["N", "C", "C", "C", "C", "C", "H", "H", "H", "H", "H", "H", "H"], "xyz": [[1.384, -0.701, -0.581], [0.553, -1.701, -0.174], [-0.538, 0.225, 0.049], [-0.677, -1.178, 0.171], [0.691, 0.468, -0.547], [-1.021, 1.512, 0.605], [0.920, -2.707, -0.097], [-2.106, 1.740, 0.548], [0.785, 1.186, -1.353], [-1.526, -1.759, 0.509], [-0.704, 1.670, 1.635], [-0.083, 2.039, 0.165], [2.321, -0.796, -0.928]]}


Entry 2:
{"formula": "H3NO2", "method": "ωB97M-V/def2-TZVPD", "largest_force_ev_per_a": 4.3, "orbital_gap_ev": 9.1, "e_above_lowest_kj_mol": 209.6, "elements": ["O", "O", "N", "H", "H", "H"], "xyz": [[0.173, -0.843, -1.298], [0.473, 0.918, 1.000], [-0.381, -0.370, -0.217], [1.176, 1.155, 0.470], [-0.309, -1.153, 0.544], [-1.133, 0.293, -0.499]]}


Entry 3:
{"formula": "C6H9AlO4", "method": "ωB97M-V/def2-TZVPD", "total_charge": 2, "largest_force_ev_per_a": 17.1, "orbital_gap_ev": [8.5, 5.7], "e_above_lowest_kj_mol": 317.2, "elements": ["Al", "O", "O", "O", "O", "C", "C", "C", "C", "C", "C", "H", "H", "H", "H", "H", "H", "H", "H", "H"], "xyz": [[-3.113, -1.015, -2.721], [-1.499, -1.803, -0.125], [-2.676, -2.515, -1.856], [-2.352, -0.361, -1.636], [2.214, 0.480, -1.497], [-2.201, -1.542, -1.194], [1.445, 0.334, 0.759], [0.554, 0.899, 1.670], [-0.525, -0.867, 0.384], [-0.788, 0.326, 1.704], [2.163, 1.174, -0.261], [1.859, -0.663, 0.939], [-0.522, -0.120, -0.424], [2.569, 1.066, -2.172], [3.181, 1.391, 0.106], [-0.961, -0.322, 2.573], [-0.020, -1.607, 1.025], [0.593, 1.989, 1.767], [-1.564, 1.016, 1.349], [1.642, 2.138, -0.390]]}


Entry 4:
{"formula": "CH4O3", "method": "ωB97M-V/def2-TZVPD", "largest_force_ev_per_a": 0.5, "orbital_gap_ev": 11.3, "e_above_lowest_kj_mol": 15.4, "smiles": "O=CO.O", "elements": ["O", "O", "O", "C", "H", "H", "H", "H"], "xyz": [[-0.258, 0.188, 1.929], [1.697, -0.278, -1.157], [-0.482, 0.249, -0.931], [0.573, -0.302, -1.554], [-0.172, 0.663, -0.103], [-0.638, 0.662, 2.678], [0.223, -0.769, -2.482], [-0.943, -0.413, 1.619]]}


Entry 5:
{"formula": "C31H42Br2N11O5PV", "method": "ωB97M-V/def2-TZVPD", "spin_multiplicity": 4, "total_charge": -2, "largest_force_ev_per_a": 0.5, "orbital_gap_ev": [6.0, 6.4], "e_above_lowest_kj_mol": 51.1, "elements": ["Br", "Br", "V", "P", "O", "O", "O", "O", "O", "N", "N", "N", "N", "N", "N", "N", "N", "N", "N", "N", "C", "C", "C", "C", "C", "C", "C", "C", "C", "C", "C", "C", "C", "C", "C", "C", "C", "C", "C", "C", "C", "C", "C", "C", "C", "C", "C", "C", "C", "C", "C", "H", "H", "H", "H", "H", "H", "H", "H", "H", "H", "H", "H", "H", "H", "H", "H", "H", "H", "H", "H", "H", "H", "H", "H", "H", "H", "H", "H", "H", "H", "H", "H", "H", "H", "H", "H", "H", "H", "H", "H", "H", "H"], "xyz": [[-2.736, 3.525, -3.518], [0.004, 2.737, -4.979], [-1.728, 0.880, -0.258], [1.182, -0.214, 0.220], [-1.279, 0.600, -2.338], [-2.108, -1.229, -0.481], [-0.877, -0.762, -4.997], [-2.487, -3.918, -1.809], [-1.743, -3.551, -4.630], [-2.244, 1.711, 3.979], [-0.277, 3.680, -0.835], [-0.947, 2.926, 0.074], [-2.631, 0.023, 2.671], [-3.919, 1.331, -0.672], [-2.108, 1.006, 1.894], [-0.148, 4.739, 1.051], [-4.008, 3.328, 0.497], [-2.701, 0.441, 3.888], [0.185, 4.732, -0.255], [-1.405, 3.266, 2.416], [3.729, -0.953, -0.966], [2.417, -0.165, -1.173], [0.679, -4.574, 1.622], [-1.921, -1.567, -1.698], [0.897, -2.983, -0.323], [1.811, -0.472, -2.547], [-6.690, 1.163, -0.675], [1.123, -1.967, 0.816], [-5.932, 0.245, -1.396], [2.722, 0.617, 4.553], [-1.302, -1.252, -3.966], [4.409, -1.300, -2.299], [-4.561, 0.371, -1.357], [-1.897, 2.011, 2.741], [-1.725, -2.694, -3.775], [2.919, -0.606, 3.649], [1.297, 1.295, 2.584], [-6.060, 2.181, -0.005], [-1.491, -0.613, -2.660], [4.234, -0.159, -3.294], [2.100, 1.795, 3.779], [3.334, -0.178, 2.244], [0.009, -2.132, 1.860], [-2.112, -2.875, -2.323], [-0.834, 3.618, 1.209], [-0.937, 4.059, -3.943], [0.244, -4.277, 0.191], [2.210, 0.629, 1.544], [0.160, -3.482, 2.575], [-4.657, 2.260, -0.048], [2.749, 0.002, -3.667], [0.780, 2.115, 2.098], [2.088, 0.347, 5.401], [2.076, -2.210, 1.299], [-7.771, 1.088, -0.653], [1.462, 2.387, 4.439], [-1.130, 3.832, 3.200], [-3.931, -0.335, -1.878], [4.839, -0.320, -4.191], [1.775, -4.620, 1.664], [-0.954, -2.064, 1.353], [3.539, -1.875, -0.411], [0.005, -1.324, 2.593], [-0.985, 4.963, -4.533], [-2.999, 3.295, 0.447], [-0.810, -3.772, 2.986], [0.521, 0.610, 2.933], [3.631, -1.047, 1.660], [-0.843, -4.176, 0.149], [3.664, -1.280, 4.083], [1.855, -3.210, -0.803], [-6.386, -0.562, -1.953], [2.885, 2.468, 3.418], [5.466, -1.525, -2.131], [0.263, -2.549, -1.096], [-6.616, 2.937, 0.532], [2.656, 0.907, -1.193], [3.689, 0.919, 4.969], [4.608, 0.763, -2.833], [1.990, -1.178, 3.585], [1.625, -1.544, -2.643], [3.961, -2.208, -2.717], [0.844, -3.381, 3.426], [0.854, 0.032, -2.649], [0.320, -5.557, 1.940], [2.522, -0.558, -4.577], [2.684, 1.447, 0.990], [2.540, 1.051, -3.890], [-0.416, 4.172, -3.001], [0.494, -5.104, -0.478], [4.413, -0.360, -0.351], [4.232, 0.449, 2.319], [-4.390, 3.735, 1.331]]}


Entry 6:
{"formula": "C5H9NO2", "method": "ωB97M-V/def2-TZVPD", "largest_force_ev_per_a": 8.1, "orbital_gap_ev": 8.5, "e_above_lowest_kj_mol": 732.3, "elements": ["O", "O", "N", "C", "C", "C", "C", "C", "H", "H", "H", "H", "H", "H", "H", "H", "H"], "xyz": [[-2.333, 1.434, -1.486], [2.373, 0.933, 0.230], [-2.266, 0.846, -0.171], [1.527, 0.048, 0.828], [1.964, -0.869, 1.684], [-0.220, -1.304, -1.043], [-0.562, 0.778, 0.542], [-0.099, -0.205, -0.091], [3.001, -0.899, 1.992], [1.865, 1.615, -0.225], [-2.701, -0.065, -0.312], [-0.578, -0.899, -1.995], [0.747, -1.785, -1.188], [-0.922, -2.061, -0.697], [-0.500, 1.667, 1.135], [1.285, -1.587, 2.115], [-2.581, 2.352, -1.319]]}


Repeat the sixth record exactly.
{"formula": "C5H9NO2", "method": "ωB97M-V/def2-TZVPD", "largest_force_ev_per_a": 8.1, "orbital_gap_ev": 8.5, "e_above_lowest_kj_mol": 732.3, "elements": ["O", "O", "N", "C", "C", "C", "C", "C", "H", "H", "H", "H", "H", "H", "H", "H", "H"], "xyz": [[-2.333, 1.434, -1.486], [2.373, 0.933, 0.230], [-2.266, 0.846, -0.171], [1.527, 0.048, 0.828], [1.964, -0.869, 1.684], [-0.220, -1.304, -1.043], [-0.562, 0.778, 0.542], [-0.099, -0.205, -0.091], [3.001, -0.899, 1.992], [1.865, 1.615, -0.225], [-2.701, -0.065, -0.312], [-0.578, -0.899, -1.995], [0.747, -1.785, -1.188], [-0.922, -2.061, -0.697], [-0.500, 1.667, 1.135], [1.285, -1.587, 2.115], [-2.581, 2.352, -1.319]]}